Entry 1:
{"formula": "C4H6O2", "method": "ωB97M-V with the def2-TZVPD basis set", "gap_ev": 9.236, "largest_force_ev_per_a": 0.7, "relative_energy_ev": 1.817, "smiles": "CC1=COCO1", "species": ["O", "O", "C", "C", "C", "C", "H", "H", "H", "H", "H", "H"], "coordinates": [[-0.670, 0.989, 0.355], [1.583, 1.132, 0.035], [-0.995, -1.452, 0.173], [-0.106, -0.287, 0.311], [0.301, 1.707, -0.346], [1.215, -0.183, 0.246], [-0.382, -2.349, 0.063], [1.944, -0.973, 0.383], [-1.602, -1.340, -0.735], [-1.657, -1.548, 1.032], [0.289, 2.765, -0.094], [0.081, 1.539, -1.422]], "atomic_forces_ev_per_a": [[-0.101, -0.128, -0.212], [-0.599, 0.334, -0.055], [-0.108, -0.139, 0.194], [0.084, -0.298, 0.058], [0.450, 0.293, -0.092], [-0.282, -0.241, -0.208], [-0.167, 0.015, 0.114], [0.099, 0.394, -0.302], [0.071, -0.035, 0.242], [-0.116, -0.141, -0.024], [0.011, -0.129, 0.111], [0.657, 0.075, 0.174]], "mulliken_charge": [-0.40, -0.39, -1.01, 0.40, -0.08, -0.18, 0.30, 0.37, 0.25, 0.28, 0.21, 0.25]}



Entry 2:
{"formula": "C4H6O2", "method": "ωB97M-V with the def2-TZVPD basis set", "gap_ev": 11.420, "largest_force_ev_per_a": 0.6, "relative_energy_ev": 0.557, "species": ["O", "O", "C", "C", "C", "C", "H", "H", "H", "H", "H", "H"], "coordinates": [[-1.329, 0.575, 0.154], [-0.895, 1.840, 2.023], [-0.350, -0.471, -0.159], [0.293, -0.259, -1.518], [-0.632, 0.961, 1.261], [0.453, -0.088, 1.091], [-0.207, -0.841, -2.297], [0.474, -0.832, 1.890], [1.456, 0.313, 0.925], [-0.842, -1.444, -0.084], [0.233, 0.800, -1.787], [1.348, -0.553, -1.498]], "atomic_forces_ev_per_a": [[-0.096, 0.081, 0.041], [0.102, -0.447, -0.409], [0.144, -0.272, -0.160], [-0.002, 0.007, -0.016], [-0.090, 0.438, 0.463], [0.091, -0.032, 0.020], [0.032, 0.139, 0.106], [-0.003, 0.133, -0.097], [-0.167, -0.022, 0.000], [0.068, 0.118, 0.007], [0.086, -0.131, 0.048], [-0.165, -0.013, -0.003]], "mulliken_charge": [-0.39, -0.54, 0.34, -1.25, 0.50, -0.47, 0.32, 0.26, 0.24, 0.33, 0.33, 0.32]}



Entry 3:
{"formula": "C4H6O2", "method": "ωB97M-V with the def2-TZVPD basis set", "gap_ev": 10.875, "largest_force_ev_per_a": 2.1, "relative_energy_ev": 3.421, "species": ["O", "O", "C", "C", "C", "C", "H", "H", "H", "H", "H", "H"], "coordinates": [[1.764, 1.277, -0.339], [0.988, -1.054, -0.409], [0.138, -1.257, 0.726], [-0.727, 0.722, -0.919], [-0.169, 0.209, 0.760], [1.009, 0.406, -0.049], [-0.660, -2.011, 0.699], [-0.076, 0.739, -1.830], [-1.463, -0.034, -1.110], [0.774, -1.450, 1.604], [-0.503, 0.709, 1.684], [-1.075, 1.745, -0.815]], "atomic_forces_ev_per_a": [[0.453, -0.596, -0.138], [1.027, 0.838, 0.069], [-0.155, 0.109, 0.488], [-1.252, -0.177, 0.706], [-0.671, 0.770, -1.460], [1.758, -0.849, 0.638], [0.265, 0.186, -0.675], [-0.014, -0.328, 1.407], [-0.809, 0.026, -0.139], [-0.267, -0.228, -0.095], [0.064, 0.399, -1.072], [-0.398, -0.150, 0.273]], "mulliken_charge": [-0.58, -0.38, -0.37, -1.03, -0.24, 0.65, 0.30, 0.33, 0.36, 0.26, 0.36, 0.34]}



Entry 4:
{"formula": "C4H6O2", "method": "ωB97M-V with the def2-TZVPD basis set", "gap_ev": 8.765, "largest_force_ev_per_a": 0.9, "relative_energy_ev": 3.110, "smiles": "O=C=CO.C=C", "species": ["O", "O", "C", "C", "C", "C", "H", "H", "H", "H", "H", "H"], "coordinates": [[0.787, 1.904, 0.295], [2.577, -0.685, -1.024], [0.986, 0.802, -0.067], [-1.491, -0.220, 1.086], [1.348, -0.410, -0.448], [-1.801, 0.014, -0.186], [-1.347, 0.592, 1.795], [3.199, 0.011, -0.784], [0.665, -1.243, -0.387], [-1.923, -0.789, -0.909], [-1.344, -1.228, 1.467], [-1.925, 1.026, -0.565]], "atomic_forces_ev_per_a": [[0.195, -0.859, -0.332], [0.250, 0.179, -0.028], [-0.041, 0.651, 0.232], [-0.060, 0.023, -0.177], [-0.295, 0.062, 0.073], [0.012, -0.038, 0.194], [-0.067, -0.112, -0.111], [0.049, -0.156, -0.042], [0.086, 0.193, 0.024], [-0.031, 0.083, 0.150], [-0.088, 0.114, -0.069], [-0.009, -0.140, 0.085]], "mulliken_charge": [-0.40, -0.50, 0.57, -0.54, -0.23, -0.58, 0.28, 0.30, 0.28, 0.28, 0.27, 0.28]}



Entry 5:
{"formula": "C4H6O2", "method": "ωB97M-V with the def2-TZVPD basis set", "gap_ev": 10.915, "largest_force_ev_per_a": 0.4, "relative_energy_ev": 2.896, "smiles": "C1OCC12CO2", "species": ["O", "O", "C", "C", "C", "C", "H", "H", "H", "H", "H", "H"], "coordinates": [[1.658, -0.456, -0.730], [-0.909, -0.447, 1.304], [1.231, 0.574, 0.178], [0.346, -1.039, -0.796], [-0.178, -0.009, 0.185], [-1.500, 0.537, 0.452], [-1.617, 1.507, 0.940], [1.770, 0.560, 1.133], [0.311, -2.041, -0.351], [-2.339, 0.225, -0.166], [-0.061, -1.060, -1.814], [1.318, 1.565, -0.285]], "atomic_forces_ev_per_a": [[0.139, -0.032, -0.074], [0.037, -0.004, 0.232], [-0.034, 0.261, 0.233], [-0.256, -0.223, -0.096], [0.137, -0.011, -0.117], [-0.158, 0.289, -0.057], [0.124, -0.099, -0.291], [-0.105, -0.073, -0.121], [0.074, 0.053, -0.172], [0.034, -0.117, 0.184], [0.064, 0.086, 0.145], [-0.058, -0.132, 0.133]], "mulliken_charge": [-0.41, -0.48, -0.39, -0.45, 0.69, -0.40, 0.23, 0.26, 0.25, 0.22, 0.24, 0.23]}



Entry 6:
{"formula": "C4H6O2", "method": "ωB97M-V with the def2-TZVPD basis set", "gap_ev": 9.806, "largest_force_ev_per_a": 0.6, "relative_energy_ev": 3.908, "smiles": "OC1C=C1.C=O", "species": ["O", "O", "C", "C", "C", "C", "H", "H", "H", "H", "H", "H"], "coordinates": [[-1.060, -0.667, -0.797], [0.499, 1.633, -1.033], [-0.885, -1.015, 0.552], [-0.970, -0.029, 1.653], [1.296, 0.954, -1.640], [0.221, -0.497, 1.402], [1.270, -0.518, 1.666], [-0.865, 0.283, -0.874], [1.069, -0.092, -1.912], [-1.252, -2.034, 0.679], [2.277, 1.361, -1.940], [-1.601, 0.620, 2.243]], "atomic_forces_ev_per_a": [[0.013, 0.246, 0.004], [0.420, -0.223, -0.395], [-0.139, -0.375, 0.225], [0.204, -0.102, -0.005], [-0.190, 0.295, 0.162], [-0.209, 0.079, 0.112], [-0.160, 0.071, -0.103], [-0.041, -0.139, 0.018], [0.014, 0.099, 0.044], [0.037, 0.113, -0.008], [-0.058, -0.005, 0.032], [0.108, -0.061, -0.084]], "mulliken_charge": [-0.56, -0.45, -0.26, -0.30, -0.08, -0.25, 0.34, 0.37, 0.23, 0.36, 0.28, 0.33]}



Entry 7:
{"formula": "C4H6O2", "method": "ωB97M-V with the def2-TZVPD basis set", "gap_ev": 10.853, "largest_force_ev_per_a": 0.7, "relative_energy_ev": 2.851, "smiles": "O[C@@H]1OC12CC2", "species": ["O", "O", "C", "C", "C", "C", "H", "H", "H", "H", "H", "H"], "coordinates": [[-1.879, 1.464, 0.032], [-1.274, -0.681, -0.673], [-0.062, -0.190, -0.124], [1.294, -0.651, -0.378], [-0.993, 0.729, -0.702], [0.790, -0.408, 1.055], [-0.731, 1.279, -1.604], [1.974, 0.051, -0.853], [1.160, 0.481, 1.562], [1.354, -1.688, -0.695], [0.630, -1.261, 1.707], [-2.231, 0.814, 0.652]], "atomic_forces_ev_per_a": [[-0.159, 0.027, 0.330], [-0.010, 0.052, -0.272], [0.220, 0.145, -0.011], [0.132, -0.055, -0.194], [0.204, 0.373, -0.066], [-0.063, -0.028, 0.207], [-0.298, -0.538, -0.338], [0.129, -0.231, 0.240], [-0.167, -0.136, -0.062], [0.200, 0.122, 0.061], [0.056, 0.002, -0.203], [-0.244, 0.268, 0.309]], "mulliken_charge": [-0.51, -0.52, 0.50, -0.63, 0.13, -0.60, 0.39, 0.24, 0.22, 0.23, 0.23, 0.33]}



Entry 8:
{"formula": "C4H6O2", "method": "ωB97M-V with the def2-TZVPD basis set", "gap_ev": 9.517, "largest_force_ev_per_a": 0.9, "relative_energy_ev": 3.265, "species": ["O", "O", "C", "C", "C", "C", "H", "H", "H", "H", "H", "H"], "coordinates": [[-1.196, -0.055, 1.627], [1.657, -0.576, -1.696], [0.046, 0.300, 1.348], [0.699, -0.804, 0.539], [-0.347, 0.681, -1.132], [0.784, -0.286, -0.911], [0.129, -1.744, 0.550], [-0.293, 1.306, -0.206], [1.709, -0.970, 0.920], [-1.299, 0.131, -1.097], [-1.614, 0.702, 2.067], [-0.274, 1.316, -2.010]], "atomic_forces_ev_per_a": [[0.169, 0.143, 0.050], [-0.645, 0.140, 0.597], [0.035, -0.410, 0.433], [0.078, 0.019, 0.135], [0.039, 0.222, 0.068], [0.316, 0.014, -0.193], [0.034, 0.099, -0.050], [-0.273, 0.111, -0.811], [-0.078, -0.069, -0.108], [0.192, 0.228, -0.043], [0.055, -0.284, 0.087], [0.078, -0.212, -0.166]], "mulliken_charge": [-0.33, -0.53, -0.55, -0.11, -0.93, 0.45, 0.26, 0.34, 0.31, 0.31, 0.42, 0.36]}